Entry 1:
This record from the OMol25 dataset describes C29H42Cl3N3NaO2P2 as an isolated structure. The level of theory is ωB97M-V/def2-TZVPD.

The HOMO energy comes out at -3.67 eV. Its HOMO-LUMO gap is 5.78 eV. The energy above the lowest of the compared OMol25 structures with the same formula, charge and spin comes out at 9.77 kcal/mol.

Geometry as ORCA input:
```
! RIJCOSX wB97M-V def2-TZVPD def2/J DEFGRID3
* xyz -1 1
Na -0.340 -1.730 0.377
C 3.591 -0.703 -4.005
C 3.296 -0.078 -2.640
C 4.469 -0.360 -1.693
P 1.697 -0.441 -1.729
C 1.181 -2.166 -2.263
C 0.731 -2.378 -3.708
C 2.230 -3.192 -1.824
C 0.475 0.636 -2.570
C 0.737 1.300 -3.766
C -0.179 2.143 -4.379
C -1.402 2.353 -3.747
C -1.688 1.737 -2.547
C -0.782 0.840 -1.917
N -1.028 0.265 -0.716
C -2.308 0.002 -0.281
C -3.333 -0.444 -1.148
C -4.550 -0.881 -0.670
C -4.800 -0.910 0.699
C -3.810 -0.475 1.564
C -2.581 0.006 1.113
P -1.239 0.567 2.234
C -1.403 2.431 2.200
C -0.334 3.001 1.265
C -2.777 2.976 1.821
C -1.853 0.089 3.931
C -0.623 -0.069 4.828
C -2.879 0.983 4.626
H 4.502 -0.261 -4.421
H 2.790 -0.564 -4.727
H 3.770 -1.775 -3.912
H 3.243 1.010 -2.766
H 4.556 -1.429 -1.484
H 4.341 0.158 -0.744
H 5.411 -0.033 -2.143
H 0.300 -2.384 -1.651
H 1.571 -2.364 -4.402
H 0.021 -1.611 -4.017
H 0.243 -3.353 -3.801
H 3.113 -3.161 -2.466
H 1.812 -4.199 -1.867
H 2.542 -3.018 -0.793
H 1.695 1.161 -4.249
H 0.061 2.633 -5.314
H -2.136 3.019 -4.189
H -2.635 1.933 -2.058
H -3.131 -0.471 -2.212
H -5.302 -1.231 -1.369
H -5.740 -1.282 1.085
H -4.003 -0.532 2.625
H -1.162 2.739 3.225
H -0.494 2.641 0.248
H 0.667 2.685 1.565
H -0.370 4.096 1.257
H -3.014 2.712 0.788
H -2.786 4.068 1.902
H -3.575 2.580 2.448
H -2.262 -0.913 3.771
H -0.074 0.874 4.923
H 0.056 -0.818 4.421
H -0.917 -0.384 5.834
H -2.473 1.982 4.807
H -3.142 0.561 5.602
H -3.800 1.103 4.059
N 1.832 -1.703 1.773
C 2.281 -2.942 2.409
C 1.100 -3.697 3.026
C -0.081 -3.582 2.056
O 0.032 -4.160 0.949
O -0.998 -2.781 2.381
H 2.598 -1.153 1.407
H 1.286 -1.114 2.397
H 3.050 -2.780 3.177
H 2.722 -3.564 1.627
H 0.822 -3.260 3.987
H 1.382 -4.741 3.175
Cl 3.244 4.074 -3.045
C 2.333 4.343 -1.543
Cl 0.615 4.193 -1.837
Cl 2.719 5.961 -0.900
C 2.771 3.356 -0.555
N 3.139 2.582 0.207
*
```

---

Entry 2:
This record from the OMol25 dataset describes a 9-piece molecular cluster, C29H42Cl4N6O2 overall. The level of theory is ωB97M-V/def2-TZVPD.

The HOMO energy comes out at -8.04 eV. Its HOMO-LUMO gap is 8.40 eV. As for the SMILES: ClC(Cl)(Cl)Cl.c1cc[nH]c1.c1cc[nH]c1.c1cc[nH]c1.c1cc[nH]c1.c1cc[nH]c1.c1cc[nH]c1.CCO.CCO. The energy above the lowest of the compared OMol25 structures with the same formula, charge and spin comes out at 0.33 kcal/mol.

Geometry as ORCA input:
```
! RIJCOSX wB97M-V def2-TZVPD def2/J DEFGRID3
* xyz 0 1
Cl 2.252 1.981 -2.418
C 1.138 0.816 -1.662
Cl 1.377 0.820 0.083
Cl -0.526 1.262 -2.095
Cl 1.476 -0.804 -2.249
C -3.784 4.708 -1.801
C -3.239 3.847 -2.802
C -1.914 4.159 -2.937
N -1.635 5.157 -2.050
C -2.770 5.502 -1.362
H -4.798 4.707 -1.442
H -3.737 3.092 -3.389
H -1.184 3.733 -3.601
H -0.751 5.601 -1.888
H -2.698 6.212 -0.559
C 0.040 -2.475 0.697
C -0.424 -3.153 1.856
C -1.697 -2.729 2.097
N -2.026 -1.821 1.119
C -0.972 -1.650 0.283
H 1.021 -2.533 0.259
H 0.056 -3.924 2.435
H -2.451 -3.014 2.812
H -2.886 -1.304 1.009
H -1.049 -0.945 -0.526
C 0.804 0.680 5.646
C 0.719 1.681 4.640
C 0.319 1.064 3.498
N 0.086 -0.251 3.776
C 0.384 -0.499 5.082
H 1.197 0.823 6.638
H 0.979 2.722 4.739
H 0.199 1.462 2.505
H -0.249 -0.951 3.130
H 0.174 -1.450 5.539
C 1.176 4.357 1.598
C -0.233 4.528 1.563
C -0.522 5.701 2.197
N 0.660 6.258 2.587
C 1.706 5.463 2.205
H 1.764 3.532 1.231
H -0.973 3.861 1.155
H -1.449 6.171 2.471
H 0.736 7.064 3.178
H 2.730 5.715 2.416
C -3.177 1.643 0.436
C -4.118 0.685 -0.024
C -4.601 0.046 1.075
N -3.980 0.575 2.171
C -3.104 1.538 1.795
H -2.558 2.295 -0.160
H -4.412 0.520 -1.047
H -5.331 -0.740 1.170
H -4.124 0.212 3.095
H -2.534 2.086 2.523
C 4.079 -2.615 0.940
C 4.996 -3.576 1.452
C 5.873 -3.872 0.453
N 5.536 -3.124 -0.623
C 4.488 -2.308 -0.317
H 3.246 -2.167 1.456
H 5.010 -4.000 2.441
H 6.670 -4.594 0.444
H 6.077 -3.082 -1.465
H 4.031 -1.637 -1.022
C 2.824 -3.470 -3.320
C 1.971 -4.154 -2.271
O 1.067 -5.063 -2.950
H 2.283 -3.410 -4.266
H 3.736 -4.036 -3.525
H 3.121 -2.461 -3.034
H 1.387 -3.417 -1.706
H 2.561 -4.727 -1.553
H 0.553 -5.512 -2.271
C -1.228 -2.242 -3.643
C -1.536 -3.373 -4.602
O -0.334 -3.899 -5.129
H -0.719 -2.622 -2.753
H -2.116 -1.699 -3.306
H -0.586 -1.520 -4.147
H -2.099 -2.985 -5.456
H -2.123 -4.176 -4.143
H 0.147 -4.298 -4.381
*
```

---

Entry 3:
This record from the OMol25 dataset describes C29H42ClN3O2SiTl as an isolated structure. The level of theory is ωB97M-V/def2-TZVPD.

The HOMO energy comes out at -2.59 eV. Its HOMO-LUMO gap is 4.84 eV.

Geometry as ORCA input:
```
! RIJCOSX wB97M-V def2-TZVPD def2/J DEFGRID3
* xyz -1 1
Tl -1.062 -0.112 -0.581
Cl -3.004 0.539 0.892
N 0.033 2.151 -1.435
N -0.318 -2.478 -0.910
C -0.992 2.850 -1.855
C -0.989 -3.233 -1.740
C 1.009 3.082 -0.829
C 0.240 4.408 -0.801
C 2.240 3.236 -1.710
C 1.397 2.564 0.541
H 1.959 3.630 -2.697
H 2.760 2.281 -1.837
H 2.922 3.953 -1.236
H 0.508 2.339 1.141
H 2.005 3.318 1.059
H 1.982 1.642 0.443
C 0.614 -3.320 -0.130
C 0.387 -4.706 -0.733
C 0.225 -3.241 1.338
C 2.045 -2.865 -0.344
H 2.314 -2.992 -1.400
H 2.713 -3.494 0.261
H 2.190 -1.817 -0.059
H -0.810 -3.588 1.456
H 0.297 -2.211 1.721
H 0.884 -3.894 1.926
O -0.655 -4.518 -1.748
H 0.017 -5.447 -0.013
H 1.267 -5.105 -1.255
O -0.971 4.151 -1.585
H 0.767 5.241 -1.286
H -0.071 4.701 0.212
C -2.150 2.271 -2.608
C -2.063 -2.750 -2.655
C -1.643 -1.461 -3.292
H -2.960 -2.590 -2.035
H -2.273 -3.543 -3.380
C -1.955 -0.242 -2.636
C -1.716 0.998 -3.280
H -2.633 -0.274 -1.638
C -0.977 1.018 -4.461
C -0.556 -0.193 -5.019
C -0.579 2.317 -5.104
C -0.895 -1.430 -4.467
H 0.047 -0.169 -5.933
C -0.433 -2.710 -5.109
H 0.057 -2.494 -6.064
H -1.270 -3.391 -5.306
H 0.290 -3.253 -4.483
H -1.418 3.016 -5.182
H -0.199 2.129 -6.114
H 0.226 2.822 -4.550
H -2.495 3.028 -3.322
H -2.951 2.084 -1.877
C 3.191 -0.334 2.459
Si 1.821 0.019 3.699
C 1.752 -1.382 4.947
C 2.187 1.623 4.601
N 0.298 0.130 2.891
C -0.903 0.396 3.377
C -1.775 -0.653 3.838
C -2.853 -0.360 4.658
C -3.185 0.975 4.937
C -2.467 2.021 4.338
C -1.380 1.747 3.523
H 4.165 -0.238 2.966
H 3.191 0.368 1.615
H 3.130 -1.357 2.058
H 2.644 -1.372 5.588
H 0.870 -1.287 5.596
H 1.697 -2.362 4.455
H 2.373 2.450 3.903
H 1.345 1.916 5.244
H 3.074 1.513 5.240
H -1.507 -1.677 3.570
H -3.436 -1.177 5.083
H -4.019 1.201 5.605
H -2.755 3.060 4.507
H -0.819 2.534 3.015
*
```

---

Entry 4:
This record from the OMol25 dataset describes C29H42IIrN3O2SSb as an isolated structure. The level of theory is ωB97M-V/def2-TZVPD.

The HOMO energy comes out at -14.27 eV. Its HOMO-LUMO gap is 7.30 eV. The energy above the lowest of the compared OMol25 structures with the same formula, charge and spin comes out at 14.43 kcal/mol.

Geometry as ORCA input:
```
! RIJCOSX wB97M-V def2-TZVPD def2/J DEFGRID3
* xyz 2 1
Ir 0.988 0.027 -0.089
C 1.175 5.665 -5.652
C 0.736 4.585 -4.708
C 1.340 3.329 -4.719
C 0.919 2.324 -3.863
C -0.115 2.592 -2.975
C -0.760 3.829 -2.962
C -0.320 4.815 -3.821
S -0.742 1.357 -1.926
O -0.016 0.070 -2.152
O -2.155 1.305 -2.088
N -0.406 1.580 -0.345
C 0.384 2.464 0.386
C 0.327 3.845 0.476
C 1.171 4.454 1.388
C 2.036 3.690 2.176
C 2.052 2.323 2.014
N 1.238 1.740 1.126
H 2.079 5.387 -6.188
H 1.360 6.595 -5.114
H 0.392 5.865 -6.384
H 2.134 3.127 -5.426
H 1.332 1.329 -3.932
H -1.605 4.000 -2.308
H -0.816 5.777 -3.825
H -0.364 4.408 -0.134
H 1.151 5.530 1.500
H 2.682 4.153 2.907
H 2.705 1.677 2.585
C -3.479 0.455 0.797
C -3.269 -1.018 0.481
C -3.497 -1.374 -0.981
C -4.135 -1.907 1.351
Sb -1.058 -1.459 0.932
C -0.810 -1.319 3.173
C -0.345 0.105 3.440
C -2.095 -1.604 3.927
C 0.254 -2.309 3.619
C -0.656 -3.458 0.041
C -0.443 -3.180 -1.445
C -1.842 -4.377 0.287
C 0.607 -4.056 0.640
H -4.503 0.724 0.513
H -2.813 1.103 0.240
H -3.377 0.655 1.866
H -4.463 -0.953 -1.280
H -3.559 -2.451 -1.128
H -2.764 -0.955 -1.653
H -5.163 -1.764 0.999
H -4.122 -1.639 2.397
H -3.913 -2.967 1.243
H -1.059 0.852 3.084
H 0.618 0.298 2.976
H -0.233 0.242 4.520
H -2.843 -0.831 3.772
H -1.859 -1.606 4.996
H -2.521 -2.579 3.691
H 1.170 -2.200 3.050
H -0.090 -3.339 3.550
H 0.496 -2.118 4.670
H -1.314 -2.724 -1.916
H -0.244 -4.127 -1.956
H 0.417 -2.529 -1.616
H -2.744 -4.044 -0.220
H -2.055 -4.504 1.350
H -1.594 -5.366 -0.112
H 1.448 -3.367 0.592
H 0.882 -4.939 0.053
H 0.467 -4.385 1.667
I 3.266 1.132 -1.664
C 3.847 -0.509 -0.527
C 5.112 -1.048 -0.618
C 5.422 -2.109 0.219
C 4.467 -2.551 1.120
C 3.222 -1.954 1.127
N 2.893 -0.948 0.302
H 5.831 -0.649 -1.318
H 6.399 -2.569 0.175
H 4.675 -3.354 1.813
H 2.463 -2.272 1.817
*
```

---

Entry 5:
This record from the OMol25 dataset describes C29H43BrN2O3PS4V as an isolated structure. The level of theory is ωB97M-V/def2-TZVPD.

The HOMO energy (alpha / beta) comes out at -2.56 / -3.38 eV. Its HOMO-LUMO gap (alpha / beta) is 4.88 / 5.70 eV. The energy above the lowest of the compared OMol25 structures with the same formula, charge and spin comes out at 18.19 kcal/mol.

Geometry as ORCA input:
```
! RIJCOSX wB97M-V def2-TZVPD def2/J DEFGRID3
* xyz -1 4
V -0.186 0.644 -0.075
N 3.415 0.638 1.824
C 2.342 0.836 0.989
O 1.363 0.097 1.046
C 2.420 1.933 -0.033
C 1.380 1.583 -1.098
H 3.254 0.037 2.618
H 4.026 1.422 1.985
H 3.451 2.040 -0.408
H 2.135 2.870 0.460
H 1.819 0.857 -1.803
H 1.137 2.483 -1.679
O -2.435 1.018 6.471
C -2.086 0.950 5.321
S -2.363 -0.444 4.287
C -1.637 0.194 2.790
C -1.094 1.429 2.898
S -0.366 2.327 1.616
S -1.202 2.221 4.478
S -1.723 -0.754 1.374
Br -1.633 1.118 -5.407
C -1.787 1.780 -3.619
C -2.386 3.022 -3.416
C -2.487 3.418 -2.082
C -2.016 2.607 -1.079
N -1.377 1.430 -1.291
C -1.308 1.022 -2.583
H -2.732 3.635 -4.232
H -2.942 4.367 -1.840
H -2.103 2.915 -0.044
H -0.816 0.073 -2.756
O -0.113 -1.602 -1.387
P -0.241 -3.056 -1.157
C 0.184 -3.934 -2.769
C 0.793 -5.331 -2.729
C 2.266 -5.307 -2.334
C 3.065 -4.381 -3.246
C 2.466 -2.979 -3.229
C 1.008 -3.009 -3.658
C -1.998 -3.505 -0.696
C -2.421 -4.975 -0.715
C -2.954 -5.470 -2.058
C -4.056 -4.550 -2.570
C -3.514 -3.133 -2.727
C -3.014 -2.598 -1.390
C 0.661 -3.487 0.414
C 0.627 -4.929 0.929
C 1.730 -5.155 1.973
C 1.922 -3.904 2.822
C 2.443 -2.743 1.963
C 2.067 -2.908 0.486
H -0.810 -4.009 -3.225
H 0.705 -5.764 -3.733
H 0.232 -5.975 -2.049
H 2.672 -6.323 -2.379
H 2.353 -4.956 -1.308
H 3.053 -4.774 -4.267
H 4.106 -4.347 -2.913
H 3.030 -2.325 -3.898
H 2.518 -2.563 -2.222
H 0.932 -3.350 -4.696
H 0.592 -2.001 -3.604
H -1.981 -3.176 0.354
H -3.221 -5.092 0.022
H -1.594 -5.613 -0.403
H -3.339 -6.486 -1.932
H -2.153 -5.521 -2.798
H -4.882 -4.545 -1.854
H -4.437 -4.920 -3.526
H -4.300 -2.473 -3.100
H -2.706 -3.124 -3.463
H -3.867 -2.476 -0.718
H -2.562 -1.610 -1.515
H 0.058 -2.851 1.085
H 0.755 -5.652 0.120
H -0.342 -5.117 1.393
H 2.673 -5.400 1.480
H 1.466 -6.007 2.605
H 2.622 -4.113 3.634
H 0.966 -3.638 3.277
H 3.529 -2.666 2.047
H 2.007 -1.810 2.319
H 2.797 -3.552 -0.010
H 2.079 -1.930 -0.002
*
```

---

Entry 6:
This record from the OMol25 dataset describes C29H43Cl7HgN3O4Si as an isolated structure. The level of theory is ωB97M-V/def2-TZVPD.

The HOMO energy comes out at -5.30 eV. Its HOMO-LUMO gap is 7.26 eV. The energy above the lowest of the compared OMol25 structures with the same formula, charge and spin comes out at 26.91 kcal/mol.

Geometry as ORCA input:
```
! RIJCOSX wB97M-V def2-TZVPD def2/J DEFGRID3
* xyz -1 1
C 3.093 -2.572 -5.798
C 2.723 -1.490 -6.871
H 2.333 -3.423 -5.741
H 3.061 -2.060 -4.808
H 4.120 -3.025 -5.979
C 2.740 -1.932 -8.129
C 3.032 -3.317 -8.657
H 2.595 -1.284 -8.960
H 2.370 -4.106 -8.264
H 4.064 -3.643 -8.463
H 2.862 -3.358 -9.750
Hg 2.452 0.570 -3.539
Cl 1.810 -2.089 -2.416
C 0.776 4.124 -3.472
O 1.221 2.989 -3.240
N -0.390 4.566 -2.990
C -1.377 3.583 -2.572
C -0.786 5.922 -3.145
H 1.388 4.812 -4.130
H -0.999 2.925 -1.794
H -1.778 2.980 -3.403
H -2.271 4.074 -2.150
H 0.079 6.547 -3.003
H -1.526 6.180 -2.417
H -1.204 6.096 -4.120
H -3.174 2.298 3.700
H -0.973 1.516 3.555
C -3.607 1.415 3.220
C -1.275 0.593 3.079
N -2.599 0.678 2.528
H -4.387 1.747 2.526
C -2.944 -0.140 1.508
O -4.033 -0.256 0.953
H -0.538 0.392 2.307
H -2.043 -0.666 1.169
H -4.066 0.803 4.011
H -1.200 -0.195 3.829
H 0.140 -2.842 -1.696
H -0.379 -5.255 -4.000
C -0.840 -3.369 -1.393
C -1.062 -5.286 -3.112
N -1.423 -3.889 -2.700
H -1.604 -2.640 -0.966
C -2.411 -3.325 -3.445
O -3.030 -3.872 -4.382
H -2.016 -5.814 -3.361
H -2.726 -2.343 -3.208
H -0.623 -4.314 -0.805
H -0.512 -5.729 -2.247
O 1.599 0.029 -5.310
C 2.442 -0.067 -6.386
C 0.941 0.336 -8.490
C 1.856 0.752 -7.548
H 0.599 -0.708 -8.536
C 0.526 1.172 -9.525
H 3.466 0.335 -6.195
C 2.264 2.056 -7.582
H -0.127 0.812 -10.329
C 0.822 2.559 -9.487
C 1.780 2.920 -8.562
H 3.035 2.340 -6.893
H 0.311 3.311 -10.142
H 2.132 3.909 -8.575
Si -1.252 -0.057 -5.005
Cl -3.408 -0.290 -4.870
C -0.976 -1.560 -6.209
C -1.143 1.597 -5.981
C -0.663 0.117 -3.175
H -1.127 -1.259 -7.260
H -1.819 -2.164 -5.835
H -0.037 -2.141 -6.199
H 0.043 -0.705 -2.837
H -1.668 0.164 -2.609
H -0.002 1.058 -3.130
H -1.177 1.447 -7.066
H -0.305 2.286 -5.835
H -2.090 2.015 -5.600
Cl 5.287 1.659 -2.898
C 4.240 1.878 -1.595
C 2.960 1.323 -1.741
C 2.120 1.569 -0.635
Cl 0.551 0.903 -0.541
C 2.476 2.419 0.437
Cl 1.260 2.867 1.534
C 3.752 3.006 0.578
Cl 4.204 3.930 1.993
C 4.631 2.718 -0.501
Cl 6.132 3.506 -0.535
*
```

---

Going through the records in order, we get max |F| values of 0.4, 1.1, 6.1, 2.4, 2.0, 2.7 eV/A.